ORCA calculation (wB97M-V/def2-TZVPD) on 2 unconnected molecules or ions with the total composition C2H2ClN at a distorted geometry.

HOMO level (spin up / spin down)   -9.84 / -9.84 eV
Orbital gap (spin up / spin down)   0.240 / 0.240 Ha

Geometry as ORCA input:
```
! wB97M-V def2-TZVPD RIJCOSX def2/J DEFGRID3
* xyz 0 1
C 0.731 -1.593 -0.737
C -0.367 0.953 0.372
N 1.231 -2.596 -0.910
Cl -1.907 0.517 0.785
H 0.418 1.172 1.065
H -0.107 1.546 -0.576
*
```


ORCA calculation (wB97M-V/def2-TZVPD) on a molecular structure, C32H23GaN4O5 at a distorted geometry.

HOMO level   -7.56 eV
Orbital gap   0.261 Ha

Geometry as ORCA input:
```
! wB97M-V def2-TZVPD RIJCOSX def2/J DEFGRID3
* xyz 0 1
Ga -19.124 -2.959 -3.825
C -21.316 0.771 -3.901
C -20.729 -0.389 -4.422
N -20.490 -1.436 -3.659
C -20.853 -1.440 -2.333
C -21.392 -0.291 -1.744
C -21.614 0.818 -2.576
C -21.683 -0.288 -0.359
C -21.457 -1.424 0.365
C -20.945 -2.592 -0.228
C -20.615 -2.633 -1.556
N -20.072 -3.646 -2.293
C -20.405 -4.968 -2.324
C -20.640 -5.855 -1.296
C -20.917 -7.219 -1.559
C -20.990 -7.715 -2.827
C -20.772 -6.839 -3.922
C -20.828 -7.264 -5.262
C -20.587 -6.368 -6.263
C -20.307 -5.026 -5.938
N -20.243 -4.614 -4.701
C -20.488 -5.491 -3.667
H -21.480 1.620 -4.554
H -20.430 -0.432 -5.456
H -22.026 1.702 -2.115
H -22.096 0.606 0.106
H -21.652 -1.440 1.436
H -20.754 -3.471 0.382
H -20.577 -5.524 -0.267
H -21.062 -7.891 -0.715
H -21.217 -8.769 -3.003
H -21.015 -8.311 -5.484
H -20.644 -6.680 -7.281
H -20.047 -4.321 -6.726
O -17.724 -5.249 -4.072
C -16.601 -4.779 -4.849
C -16.775 -3.292 -5.169
O -15.826 -2.608 -5.415
O -18.053 -2.896 -5.351
C -16.666 -5.510 -6.216
C -16.121 -4.945 -7.360
C -16.116 -5.631 -8.562
C -16.692 -6.901 -8.657
C -17.268 -7.449 -7.518
C -17.249 -6.760 -6.322
C -15.329 -5.148 -4.072
C -15.294 -4.953 -2.682
C -14.239 -5.419 -1.905
C -13.184 -6.057 -2.534
C -13.185 -6.254 -3.909
C -14.257 -5.814 -4.666
H -17.378 -5.521 -3.205
H -15.673 -3.950 -7.317
H -15.654 -5.228 -9.454
H -16.693 -7.469 -9.580
H -17.710 -8.431 -7.557
H -17.692 -7.202 -5.436
H -16.097 -4.379 -2.223
H -14.266 -5.289 -0.815
H -12.357 -6.393 -1.911
H -12.357 -6.776 -4.364
H -14.267 -5.984 -5.741
O -17.933 -0.823 -3.200
N -17.208 -1.526 -2.560
O -17.508 -2.799 -2.670
*
```


ORCA calculation (wB97M-V/def2-TZVPD) on a single C11H10Cl2NO4 molecule at a distorted geometry.

HOMO level (spin up / spin down)   -9.08 / -9.64 eV
Orbital gap (spin up / spin down)   0.335 / 0.294 Ha

Geometry as ORCA input:
```
! wB97M-V def2-TZVPD RIJCOSX def2/J DEFGRID3
* xyz 0 2
C -0.125 0.121 0.171
C -1.028 -0.909 -0.412
C -2.504 -0.984 -0.272
O -3.116 -2.022 -0.395
C 1.340 -0.306 0.192
C 1.768 -1.311 1.069
C 3.082 -1.769 1.050
C 3.991 -1.249 0.130
C 3.571 -0.266 -0.764
C 2.265 0.217 -0.715
Cl -0.664 0.390 1.905
Cl -0.368 -2.124 -1.406
O -3.072 0.175 0.017
C -4.491 0.168 0.201
H 1.071 -1.738 1.790
H 3.398 -2.529 1.769
H 5.027 -1.590 0.125
H 4.276 0.164 -1.477
H 2.002 1.020 -1.404
H -4.985 -0.177 -0.716
H -4.756 -0.492 1.035
H -4.765 1.201 0.426
C -0.475 1.557 -0.656
H -1.544 1.636 -0.851
H 0.063 1.537 -1.609
N -0.080 2.783 0.072
O -0.945 3.616 0.257
O 1.064 2.878 0.469
*
```


ORCA calculation (wB97M-V/def2-TZVPD) on a single CHCl3OSi molecule at a distorted geometry.

SMILES string   O=C[Si](Cl)(Cl)Cl
HOMO level   -10.71 eV
Orbital gap   0.353 Ha

Geometry as ORCA input:
```
! wB97M-V def2-TZVPD RIJCOSX def2/J DEFGRID3
* xyz 0 1
O -1.580 1.532 -0.429
C -1.196 0.360 -0.341
Si 0.597 -0.067 0.358
Cl 0.860 -0.729 2.328
Cl 1.261 -2.080 -1.017
Cl 1.909 1.385 -0.271
H -1.850 -0.401 -0.629
*
```


Number 1: electronic energy -16113.3371 eV. Number 2: electronic energy -102132.4182 eV. Number 3: electronic energy -46289.9113 eV. Number 4: electronic energy -48547.8533 eV.